Record 1
{
  "formula": "C28H28BrN7O5RuS2",
  "method": "the ωB97M-V functional and the def2-TZVPD basis",
  "symbols": ["Ru", "Br", "C", "C", "C", "C", "C", "C", "N", "N", "C", "C", "C", "C", "O", "C", "N", "C", "C", "C", "C", "H", "H", "H", "H", "H", "H", "H", "H", "H", "C", "C", "N", "C", "C", "C", "O", "C", "C", "C", "C", "N", "C", "H", "H", "H", "H", "H", "H", "H", "H", "H", "H", "H", "H", "H", "H", "S", "C", "N", "C", "C", "S", "H", "H", "H", "H", "H", "O", "N", "O", "O"],
  "positions_angstrom": [[0.660, -1.184, -1.214], [4.260, 3.025, 9.207], [3.822, 3.262, 7.399], [2.803, 4.143, 7.054], [2.466, 4.299, 5.726], [3.151, 3.573, 4.743], [4.189, 2.701, 5.102], [4.522, 2.546, 6.430], [2.698, 3.718, 3.443], [3.464, 3.248, 2.520], [3.051, 2.570, 1.486], [4.086, 2.277, 0.514], [3.899, 1.452, -0.531], [2.628, 0.797, -0.699], [2.404, -0.029, -1.606], [1.521, 1.144, 0.217], [0.344, 0.525, -0.043], [-0.695, 0.809, 0.734], [-0.616, 1.732, 1.769], [0.583, 2.346, 2.054], [1.701, 2.038, 1.270], [2.282, 4.696, 7.822], [1.685, 4.983, 5.424], [4.719, 2.153, 4.335], [5.316, 1.875, 6.724], [5.045, 2.744, 0.692], [4.685, 1.222, -1.236], [-1.610, 0.272, 0.526], [-1.501, 1.953, 2.349], [0.660, 3.054, 2.865], [-6.747, -0.434, -3.299], [-6.539, -0.154, -1.819], [-5.169, -0.428, -1.369], [-4.248, 0.696, -1.298], [-3.617, 1.086, -2.635], [-4.880, -1.723, -1.088], [-5.722, -2.602, -1.177], [-3.509, -2.147, -0.601], [-3.483, -3.201, 0.311], [-2.268, -3.717, 0.712], [-1.104, -3.172, 0.200], [-1.113, -2.164, -0.677], [-2.300, -1.678, -1.077], [-7.780, -0.222, -3.577], [-6.550, -1.483, -3.515], [-6.099, 0.183, -3.922], [-7.210, -0.779, -1.232], [-6.749, 0.890, -1.582], [-3.484, 0.473, -0.557], [-4.813, 1.543, -0.905], [-3.378, 0.206, -3.235], [-2.698, 1.653, -2.476], [-4.290, 1.705, -3.227], [-4.420, -3.610, 0.663], [-2.209, -4.545, 1.404], [-0.131, -3.542, 0.488], [-2.240, -0.921, -1.845], [-0.011, -1.488, -3.526], [1.445, -2.193, -4.046], [2.641, -1.649, -3.987], [3.787, -2.523, -4.224], [3.257, -3.757, -4.970], [1.453, -3.773, -4.721], [2.749, -0.785, -3.470], [4.227, -2.806, -3.266], [4.531, -1.991, -4.814], [3.661, -4.671, -4.545], [3.472, -3.727, -6.035], [1.585, -1.771, 0.518], [2.371, -2.654, -0.023], [3.284, -3.129, 0.579], [2.077, -2.942, -1.214]],
  "spin_multiplicity": 2,
  "gap_ha": [0.220, 0.195],
  "charge": 1,
  "lumo_energy_ev": [-4.227, -4.938]
}

***

Record 2
{
  "formula": "C28H28CaN2Si",
  "method": "the ωB97M-V functional and the def2-TZVPD basis",
  "symbols": ["C", "C", "C", "H", "C", "C", "H", "H", "H", "H", "Ca", "C", "H", "H", "H", "Si", "C", "C", "H", "C", "H", "C", "H", "C", "H", "C", "H", "C", "C", "H", "C", "H", "C", "H", "C", "H", "C", "H", "H", "H", "C", "C", "C", "C", "N", "C", "C", "C", "C", "C", "C", "N", "H", "H", "H", "H", "H", "H", "H", "H"],
  "positions_angstrom": [[0.947, 2.569, 3.528], [1.337, 2.992, 2.229], [0.158, 3.194, 1.459], [2.352, 3.237, 1.921], [-0.960, 2.902, 2.292], [-0.466, 2.511, 3.564], [-1.071, 2.330, 4.450], [1.608, 2.439, 4.382], [0.112, 3.606, 0.452], [-2.007, 3.044, 2.032], [0.187, 0.407, 1.571], [-1.627, -2.762, -1.858], [-2.076, -2.740, -2.847], [-2.356, -3.183, -1.171], [-1.354, -1.792, -1.432], [0.144, -0.283, -2.828], [1.598, -0.587, -3.974], [2.430, 0.548, -4.059], [2.146, 1.476, -3.552], [3.636, 0.502, -4.760], [4.254, 1.395, -4.801], [4.051, -0.679, -5.382], [5.022, -0.725, -5.890], [3.202, -1.798, -5.360], [3.509, -2.713, -5.879], [1.983, -1.764, -4.665], [1.353, -2.658, -4.645], [-1.006, 0.874, -3.740], [-0.745, 1.341, -5.045], [0.231, 1.170, -5.498], [-1.726, 2.059, -5.730], [-1.490, 2.457, -6.714], [-2.977, 2.289, -5.155], [-3.748, 2.808, -5.720], [-3.212, 1.885, -3.839], [-4.157, 2.121, -3.352], [-2.229, 1.218, -3.117], [-2.404, 0.964, -2.072], [-0.769, -3.420, -1.862], [-0.765, -1.524, -3.181], [-3.603, -0.834, 3.971], [-3.146, -1.530, 5.096], [-1.770, -1.704, 5.267], [-0.878, -1.183, 4.311], [-1.338, -0.520, 3.202], [-2.671, -0.328, 3.057], [0.596, -1.305, 4.441], [1.199, -1.988, 5.517], [2.590, -2.049, 5.620], [3.359, -1.422, 4.632], [2.706, -0.767, 3.579], [1.355, -0.715, 3.464], [-4.668, -0.672, 3.792], [-3.842, -1.934, 5.833], [-1.367, -2.239, 6.128], [-2.985, 0.236, 2.172], [0.560, -2.471, 6.256], [3.058, -2.573, 6.456], [4.450, -1.436, 4.668], [3.276, -0.277, 2.785]],
  "gap_ha": 0.143,
  "lumo_energy_ev": -1.625
}

***

Record 3
{
  "formula": "C28H28Cl2O2PPdS",
  "method": "the ωB97M-V functional and the def2-TZVPD basis",
  "symbols": ["Pd", "Cl", "C", "C", "C", "C", "C", "Cl", "C", "S", "H", "H", "H", "C", "C", "O", "C", "C", "C", "C", "C", "C", "H", "H", "H", "H", "H", "H", "H", "H", "C", "P", "C", "C", "C", "C", "C", "C", "C", "C", "C", "C", "C", "C", "H", "H", "H", "H", "H", "H", "H", "H", "H", "H", "H", "H", "H", "C", "O", "H", "H", "H", "H"],
  "positions_angstrom": [[0.017, -0.082, 0.294], [0.003, 0.033, 3.160], [0.621, 1.659, 3.207], [0.515, 2.291, 4.440], [0.964, 3.582, 4.611], [1.530, 4.252, 3.537], [1.637, 3.614, 2.317], [2.350, 4.498, 1.011], [1.185, 2.299, 2.102], [1.401, 1.685, 0.447], [0.075, 1.750, 5.266], [0.878, 4.064, 5.574], [1.892, 5.264, 3.638], [-4.232, -1.396, 1.108], [-2.982, -0.617, 0.863], [-2.033, -1.116, 0.265], [-2.850, 0.773, 1.377], [-2.047, 1.661, 0.660], [-1.780, 2.925, 1.156], [-2.323, 3.308, 2.378], [-3.145, 2.437, 3.081], [-3.422, 1.175, 2.577], [-4.208, -2.329, 0.552], [-5.108, -0.808, 0.837], [-4.305, -1.619, 2.175], [-1.679, 1.372, -0.329], [-1.158, 3.609, 0.597], [-2.113, 4.291, 2.775], [-3.570, 2.741, 4.028], [-4.049, 0.497, 3.140], [2.967, -0.547, -1.447], [1.859, -1.186, -0.181], [2.887, -1.648, 1.226], [3.128, -2.987, 1.532], [3.948, -3.312, 2.602], [4.530, -2.311, 3.366], [4.296, -0.977, 3.060], [3.474, -0.643, 1.997], [1.116, -2.692, -0.849], [0.187, -3.375, -0.059], [-0.442, -4.508, -0.547], [-0.145, -4.969, -1.825], [0.778, -4.296, -2.611], [1.404, -3.156, -2.129], [3.720, -1.300, -1.680], [3.452, 0.351, -1.071], [2.380, -0.302, -2.332], [2.687, -3.776, 0.938], [4.133, -4.351, 2.835], [5.166, -2.570, 4.201], [4.749, -0.195, 3.654], [3.284, 0.394, 1.767], [-0.031, -3.027, 0.947], [-1.157, -5.035, 0.069], [-0.633, -5.856, -2.205], [1.012, -4.659, -3.602], [2.118, -2.637, -2.752], [-1.511, -1.229, -3.108], [-0.567, -0.300, -2.586], [-1.344, -1.417, -4.171], [-2.537, -0.885, -2.962], [-1.375, -2.159, -2.561], [-0.667, 0.537, -3.049]],
  "gap_ha": 0.262,
  "charge": 1,
  "lumo_energy_ev": -3.649
}

***

Record-wise energy relative to the best compared isomer or geometry (same formula, charge and spin) values, in eV: 0.3865 0.6812 0.2107